DFT (ωB97M-V/def2-TZVPD) results for a gas-phase ion, CHN4O2S (charge -1) in a non-equilibrium geometry.

Element x y z (Å)
C -0.079 -0.821 0.708
N -1.298 -1.326 1.036
N -2.155 -0.766 0.164
N -1.500 0.047 -0.663
N -0.250 0.063 -0.270
O 1.199 2.461 -0.272
O 2.177 0.230 -0.881
S 1.053 1.184 -1.122
H 0.853 -1.072 1.300

Results
orbital gap = 9.29 eV
energy = -21944.09760 eV
net charge = -1
strongest force on any atom = 3.73 eV/Å
energy relative to the best compared isomer or geometry (same formula, charge and spin) = 3.9 kJ/mol